[1]
Below is F30InP5 as an isolated structure, with properties calculated with the ωB97M-V functional and the def2-TZVPD basis.

Geometry as XYZ:
```
36
F30InP5 (the ωB97M-V functional and the def2-TZVPD basis)
In 20.99 4.48 -9.17
P 21.23 8.03 -7.73
F 19.99 7.18 -8.36
F 20.89 9.28 -8.80
F 20.31 8.80 -6.60
F 22.66 8.65 -7.26
F 21.43 6.68 -6.91
F 22.05 7.33 -8.96
P 20.31 1.02 -10.59
F 19.78 -0.05 -9.58
F 19.18 0.50 -11.65
F 19.28 2.16 -10.01
F 20.86 2.15 -11.59
F 21.38 1.56 -9.42
F 21.31 -0.01 -11.16
P 18.62 3.57 -6.37
F 17.65 2.32 -6.40
F 19.73 2.68 -7.27
F 18.27 4.13 -7.82
F 19.64 4.77 -6.38
F 17.54 4.50 -5.62
F 19.38 3.04 -5.00
P 23.00 5.20 -12.41
F 21.55 4.43 -12.33
F 22.40 6.21 -13.58
F 22.40 6.00 -11.14
F 24.46 5.95 -12.44
F 23.38 4.10 -11.21
F 23.48 4.12 -13.55
P 24.00 3.99 -7.11
F 25.60 4.05 -7.33
F 24.28 2.76 -6.15
F 24.42 4.90 -5.84
F 22.46 3.87 -6.65
F 23.60 5.21 -8.07
F 23.66 3.14 -8.46
```

Results
- 2S+1: 2
- Net charge: -1
- Orbital gap (spin up / spin down): 0.1602 / 0.1056 Ha

[2]
Below is one molecule with the formula F3H3S2Si2, with properties calculated with the ωB97M-V functional and the def2-TZVPD basis.

Geometry as XYZ:
```
10
F3H3S2Si2 (the ωB97M-V functional and the def2-TZVPD basis)
F 1.04 1.93 1.79
Si -0.13 1.25 0.97
F -0.81 2.58 0.42
F -1.12 0.85 2.18
Si 0.12 -0.63 -0.22
S 1.13 -0.53 -2.16
S -1.76 -1.54 -0.55
H 1.07 -1.58 0.55
H 1.98 0.50 -2.03
H -1.52 -2.83 -0.94
```

Results
- Relative energy (zero: lowest compared OMol25 entry of this formula, charge and spin): 36.62 kJ/mol
- SMILES: F[Si](F)(F)[SiH](S)S
- Net charge: 0
- Orbital gap: 0.3564 Ha

[3]
Below is a 2-piece molecular cluster, F3H3SSi2 overall, with properties calculated with the ωB97M-V functional and the def2-TZVPD basis.

Geometry as XYZ:
```
9
F3H3SSi2 (the ωB97M-V functional and the def2-TZVPD basis)
F 2.24 1.03 1.01
Si 2.46 0.00 -0.13
F 3.90 -0.62 0.18
F 1.23 -0.95 0.22
H 2.61 0.83 -1.38
Si -3.01 -0.14 0.04
S -3.75 0.25 -1.75
H -2.00 0.61 0.71
H -3.69 -1.00 1.09
```

Results
- Relative energy (zero: lowest compared OMol25 entry of this formula, charge and spin): 131.18 kJ/mol
- SMILES: F[SiH](F)F.[SiH2]=S
- Net charge: 0
- Orbital gap: 0.3086 Ha

[4]
Below is F3Mg3 as an isolated structure, with properties calculated with the ωB97M-V functional and the def2-TZVPD basis.

Geometry as XYZ:
```
6
F3Mg3 (the ωB97M-V functional and the def2-TZVPD basis)
Mg -0.68 -1.67 -0.22
Mg -0.91 2.02 -1.48
Mg 2.03 0.34 0.59
F -1.67 -0.38 0.91
F 0.36 0.96 -0.66
F 0.88 -1.28 0.86
```

Results
- 2S+1: 2
- Net charge: +4
- Orbital gap (spin up / spin down): 0.4358 / 0.2866 Ha

| no. | molecular weight (g mol⁻¹) | total energy (hartree) |
| --- | --- | --- |
| 1 | 839.63 | -4893.56190 |
| 2 | 180.32 | -1676.98743 |
| 3 | 148.26 | -1278.73220 |
| 4 | 129.91 | -897.97216 |